# 1
Density functional theory data (ωB97M-V/def2-TZVPD) for one molecule with the formula C24H35N3O3.

```
65
Properties=species:S:1:pos:R:3
H -1.2144 4.5345 5.2384
N -2.5458 0.4366 -0.3660
C -2.6372 -0.4947 -1.3325
C 3.3476 0.9253 0.3864
H -2.5211 0.1148 2.9938
H 2.9020 -0.9663 -3.9594
C 2.1993 0.6693 -1.7165
H 3.6492 0.5170 1.3400
H 0.4146 -2.0667 -4.1359
H 1.9562 1.6391 3.7861
C 1.3915 -0.1857 -2.6489
H 2.8380 -1.7594 -2.3898
H -0.3564 0.7679 3.9520
C 0.2432 -3.1855 -1.6564
H -3.4424 -3.6972 -0.3934
H 2.0453 -3.9729 -2.3858
H -1.4516 2.1947 2.1835
O -1.0977 -3.3431 -1.7221
C 3.7074 2.2187 0.0423
C -0.9846 1.2319 1.9490
H 2.2623 2.3758 -3.0051
H 0.4036 4.8649 5.9071
N 0.6011 -2.6502 -0.5359
C 2.5986 0.1575 -0.4854
H -3.6029 1.3779 1.1340
C -1.5529 1.4878 -0.4885
H -3.7620 -2.0882 -2.1227
H -0.1973 3.7247 3.1973
H -0.6943 3.7374 6.7481
C 3.3141 2.7364 -1.1789
H 0.3016 2.0738 0.4097
H 0.5876 -4.4302 -3.3000
C -3.1392 0.4000 0.9496
N -0.5273 -2.4168 0.1720
H 0.0633 0.3274 0.3129
C 1.0972 -3.6121 -2.7869
C 2.2243 -1.3525 -3.1949
H 1.4158 4.0480 3.8661
H -4.5615 -1.3418 -0.7300
C 0.6171 3.2911 3.7984
H -2.0467 2.4510 -0.3161
H -1.1615 1.4638 -1.5060
H -3.0442 -2.4691 0.8276
H 3.5905 3.7447 -1.4536
C -1.5160 -2.8325 -0.5483
C -0.4313 1.2758 0.5248
C -0.3637 4.0908 5.7733
C 0.1085 0.9307 2.9781
C -2.9596 -2.7322 -0.2259
O 0.1452 2.9793 5.0911
H 0.5280 -0.5775 -2.1118
H -1.5868 -0.8214 1.8089
C 1.1628 2.0256 3.1447
C -2.0601 0.1431 2.0051
C -3.6008 -1.6633 -1.1302
C 1.3651 -2.4744 -3.7873
H -3.9193 -0.3567 1.0056
O -1.9802 -0.4296 -2.3594
H 2.3039 -0.8454 -0.2108
H 4.2910 2.8203 0.7246
H 1.0118 0.4116 -3.4797
H 1.8756 -2.9166 -4.6451
C 2.5666 1.9642 -2.0527
H 1.6023 2.2877 2.1822
H 0.6094 0.0074 2.6818
```

SMILES   COCCCC1CCN(C(=O)CCc2nnc(CCCCc3ccccc3)o2)CC1
HOMO-LUMO gap   9.499 eV
LUMO   0.8 eV
Strongest force on any atom   1.376 eV Å⁻¹
Multiplicity   1

# 2
Density functional theory data (ωB97M-V/def2-TZVPD) for one molecule with the formula C24H35N3O4S.

```
67
Properties=species:S:1:pos:R:3
C 4.5413 1.3440 1.3484
H 3.1206 -1.4438 2.4284
C 4.6563 -0.0206 0.6713
C 2.4558 0.3506 -0.4511
C 3.7352 2.2893 0.4600
H -1.2253 3.4359 -1.4201
C -3.0710 -5.1027 -0.6097
C 2.5539 -0.7565 1.7964
H -1.5485 3.8898 -3.1093
H -4.3469 -1.5742 -1.8109
H -3.5858 -0.8535 1.7322
C -2.7243 -2.7542 -0.1262
H 0.6317 1.1370 1.4432
H 3.7660 2.1573 3.1917
C -3.1042 -1.3582 2.5740
C -2.6949 -5.4474 0.6748
C 2.3277 1.7148 0.2273
H -2.3607 1.0872 0.5838
H 1.5581 -1.1818 1.6506
H 2.9797 0.4497 -1.4051
H -1.0145 -0.9808 0.5970
C -3.4086 -1.0237 -1.7237
H 5.5423 1.7628 1.5017
H 3.6473 3.2699 0.9315
S -1.5676 1.5484 -2.8209
H 3.3360 -1.5706 -0.0400
C 0.5242 3.3767 -2.6897
H -2.6757 -6.4808 0.9840
N -2.7463 -1.4008 -0.4906
O 1.2495 3.8378 -0.0864
H -2.6760 -0.6225 3.2530
H -3.3469 -5.8684 -1.3194
H -2.7807 -1.2235 -2.6076
C 1.6347 1.5469 1.5872
H -3.3439 -3.5397 -2.0225
H 1.4686 -0.0788 -0.6393
H 0.7591 3.1772 -3.7371
C 2.4455 0.6075 2.4755
H -0.8218 -0.8902 -1.1762
H -3.8518 -1.9553 3.1079
N -2.5164 1.2621 -1.4668
H -2.0717 -4.6817 2.5836
H 0.8288 4.3950 -2.4276
C 1.5554 2.7646 -0.5725
H 5.2406 -0.6985 1.2974
O -2.4325 1.5934 -3.9612
H 5.1738 0.0803 -0.2856
C -1.4948 -0.6745 -0.3321
C 3.2570 -0.5937 0.4503
C -2.3802 -3.1156 1.1906
H 1.5333 2.5275 2.0558
H 4.2385 2.4214 -0.5012
C -1.7730 0.8281 -0.3025
H -0.8340 1.3820 -0.2799
C -3.7130 0.4759 -1.6806
C -2.3549 -4.4476 1.5686
C -3.0787 -3.7773 -1.0045
C 3.8413 1.1867 2.6970
H 1.9374 0.4966 3.4399
H -4.4063 0.6970 -0.8632
H -4.1443 0.8018 -2.6265
O -0.4419 0.6478 -2.8891
H 1.2848 1.5114 -2.1819
C -0.9765 3.2368 -2.4582
N 1.2968 2.4722 -1.8717
O -2.0300 -2.1708 2.1453
H 4.4219 0.5240 3.3428
```

SMILES   COc1ccccc1N1CCN(S(=O)(=O)CCNC(=O)[C@]23C[C@H]4C[C@H](C[C@H](C4)C2)C3)CC1
HOMO-LUMO gap   8.810 eV
LUMO   0.7 eV
Strongest force on any atom   0.963 eV Å⁻¹
Multiplicity   1

Repeat the first record exactly.
Density functional theory data (ωB97M-V/def2-TZVPD) for one molecule with the formula C24H35N3O3.

```
65
Properties=species:S:1:pos:R:3
H -1.2144 4.5345 5.2384
N -2.5458 0.4366 -0.3660
C -2.6372 -0.4947 -1.3325
C 3.3476 0.9253 0.3864
H -2.5211 0.1148 2.9938
H 2.9020 -0.9663 -3.9594
C 2.1993 0.6693 -1.7165
H 3.6492 0.5170 1.3400
H 0.4146 -2.0667 -4.1359
H 1.9562 1.6391 3.7861
C 1.3915 -0.1857 -2.6489
H 2.8380 -1.7594 -2.3898
H -0.3564 0.7679 3.9520
C 0.2432 -3.1855 -1.6564
H -3.4424 -3.6972 -0.3934
H 2.0453 -3.9729 -2.3858
H -1.4516 2.1947 2.1835
O -1.0977 -3.3431 -1.7221
C 3.7074 2.2187 0.0423
C -0.9846 1.2319 1.9490
H 2.2623 2.3758 -3.0051
H 0.4036 4.8649 5.9071
N 0.6011 -2.6502 -0.5359
C 2.5986 0.1575 -0.4854
H -3.6029 1.3779 1.1340
C -1.5529 1.4878 -0.4885
H -3.7620 -2.0882 -2.1227
H -0.1973 3.7247 3.1973
H -0.6943 3.7374 6.7481
C 3.3141 2.7364 -1.1789
H 0.3016 2.0738 0.4097
H 0.5876 -4.4302 -3.3000
C -3.1392 0.4000 0.9496
N -0.5273 -2.4168 0.1720
H 0.0633 0.3274 0.3129
C 1.0972 -3.6121 -2.7869
C 2.2243 -1.3525 -3.1949
H 1.4158 4.0480 3.8661
H -4.5615 -1.3418 -0.7300
C 0.6171 3.2911 3.7984
H -2.0467 2.4510 -0.3161
H -1.1615 1.4638 -1.5060
H -3.0442 -2.4691 0.8276
H 3.5905 3.7447 -1.4536
C -1.5160 -2.8325 -0.5483
C -0.4313 1.2758 0.5248
C -0.3637 4.0908 5.7733
C 0.1085 0.9307 2.9781
C -2.9596 -2.7322 -0.2259
O 0.1452 2.9793 5.0911
H 0.5280 -0.5775 -2.1118
H -1.5868 -0.8214 1.8089
C 1.1628 2.0256 3.1447
C -2.0601 0.1431 2.0051
C -3.6008 -1.6633 -1.1302
C 1.3651 -2.4744 -3.7873
H -3.9193 -0.3567 1.0056
O -1.9802 -0.4296 -2.3594
H 2.3039 -0.8454 -0.2108
H 4.2910 2.8203 0.7246
H 1.0118 0.4116 -3.4797
H 1.8756 -2.9166 -4.6451
C 2.5666 1.9642 -2.0527
H 1.6023 2.2877 2.1822
H 0.6094 0.0074 2.6818
```

SMILES   COCCCC1CCN(C(=O)CCc2nnc(CCCCc3ccccc3)o2)CC1
HOMO-LUMO gap   9.499 eV
LUMO   0.8 eV
Strongest force on any atom   1.376 eV Å⁻¹
Multiplicity   1